This record from OMol25 describes a cluster of 5 separate species, C21H44F2N4O7 in total. The level of theory is wB97M-V/def2-TZVPD.

Each line ends with the Mulliken charge.
Cartesian coordinates (Å):
C (-0.130012, 0.270654, -0.029417)  -1.11
C (-1.120357, 0.434170, -1.163369)  0.66
F (-2.032464, -0.637937, -1.088713)  -0.37
C (-0.568111, 0.434724, -2.581555)  -0.77
C (0.678524, 1.279218, -2.791155)  -0.41
O (1.039564, 1.263832, -4.165433)  -0.43
C (2.221442, 0.549030, -4.463502)  -0.62
C (3.472298, 1.425137, -4.388517)  -0.49
O (4.311948, 0.927938, -3.359196)  -0.33
C (5.380893, 1.790353, -3.033550)  -0.48
C (6.618442, 0.963538, -2.614167)  -0.30
C (6.299623, -0.500591, -2.520677)  0.48
O (5.711565, -1.072009, -1.682563)  -0.48
F (6.808178, -1.189118, -3.584360)  -0.28
H (-0.566842, 0.614319, 0.907013)  0.15
H (0.117997, -0.784279, 0.099501)  0.34
H (0.788987, 0.834075, -0.192991)  0.33
H (-1.733455, 1.326226, -1.002627)  0.22
H (-0.380022, -0.598816, -2.886681)  0.23
H (-1.341605, 0.820337, -3.250358)  0.28
H (0.484175, 2.319417, -2.506414)  0.31
H (1.512884, 0.924506, -2.178462)  0.35
H (2.097420, 0.133427, -5.463908)  0.35
H (2.359686, -0.288289, -3.769568)  0.36
H (3.162056, 2.453172, -4.165546)  0.39
H (4.019202, 1.424435, -5.339609)  0.42
H (5.652562, 2.409009, -3.892664)  0.40
H (5.092508, 2.467027, -2.222289)  0.22
H (6.980824, 1.296590, -1.642025)  0.27
H (7.418649, 1.131053, -3.330715)  0.29
C (-0.959975, 1.596525, 5.026264)  -1.38
C (-1.455056, 0.563716, 4.039983)  0.88
O (-0.698549, -0.053826, 3.307659)  -0.65
N (-2.792935, 0.350766, 3.972224)  -0.05
C (-3.863010, 0.973240, 4.722234)  -0.87
H (0.121432, 1.645583, 4.943849)  0.32
H (-1.383375, 2.577786, 4.808877)  0.35
H (-1.230215, 1.325972, 6.047736)  0.37
H (-3.051638, -0.325618, 3.269724)  0.11
H (-4.435349, 0.216549, 5.263751)  0.25
H (-4.541696, 1.497723, 4.046434)  0.27
H (-3.475086, 1.678727, 5.450824)  0.37
C (9.834612, 4.182300, -1.595162)  -1.38
C (8.373113, 4.443286, -1.878504)  0.80
O (7.809214, 3.954794, -2.844931)  -0.61
N (7.699210, 5.245958, -1.014498)  -0.15
C (8.199241, 5.905159, 0.173911)  -0.86
H (10.214300, 3.529616, -2.375029)  0.30
H (10.406755, 5.110673, -1.595802)  0.40
H (9.967012, 3.698714, -0.626544)  0.38
H (6.731994, 5.384549, -1.263436)  0.23
H (7.654449, 5.576997, 1.060375)  0.29
H (8.101642, 6.988571, 0.089429)  0.29
H (9.249255, 5.670359, 0.316260)  0.32
C (-5.466436, -0.085321, 0.034431)  -1.25
C (-5.914956, 0.184015, 1.451493)  0.78
O (-6.107251, 1.316826, 1.868627)  -0.67
N (-6.084237, -0.888247, 2.270112)  -0.08
C (-5.885674, -2.295202, 1.971017)  -0.88
H (-5.381563, 0.869223, -0.475690)  0.32
H (-4.498328, -0.588292, 0.014945)  0.29
H (-6.186090, -0.713538, -0.491680)  0.38
H (-6.382660, -0.632502, 3.198644)  0.24
H (-6.805540, -2.856478, 2.132566)  0.30
H (-5.105635, -2.718649, 2.606890)  0.26
H (-5.593159, -2.434628, 0.936803)  0.34
C (-8.047208, -6.506644, 0.869869)  -1.35
C (-6.630103, -6.011012, 1.047506)  0.80
O (-6.231862, -4.994704, 0.503041)  -0.62
N (-5.803771, -6.742355, 1.841450)  -0.15
C (-6.098724, -7.964260, 2.559573)  -0.84
H (-8.562611, -5.813296, 0.212667)  0.29
H (-8.062358, -7.501350, 0.423081)  0.39
H (-8.570914, -6.552190, 1.825569)  0.37
H (-4.871619, -6.363939, 1.909517)  0.23
H (-5.954524, -7.831228, 3.632995)  0.29
H (-5.456156, -8.779661, 2.223626)  0.29
H (-7.130522, -8.255835, 2.390834)  0.31

Atomic forces in eV per Å
C -0.085 -0.017 0.116
C -0.011 0.095 -0.014
F -0.147 -0.005 0.038
C -0.072 -0.060 -0.048
C 0.052 0.069 0.063
O -0.082 -0.017 -0.037
C 0.065 -0.065 0.015
C -0.059 -0.007 0.090
O 0.002 -0.055 -0.011
C 0.180 0.066 -0.016
C 0.101 0.242 -0.113
C 0.278 0.317 -0.431
O -0.240 -0.337 0.494
F -0.082 0.064 0.037
H 0.019 -0.114 0.027
H 0.097 0.048 -0.109
H -0.055 -0.001 -0.022
H 0.123 0.069 -0.026
H 0.134 0.029 0.093
H 0.010 -0.093 -0.025
H 0.009 -0.026 0.007
H -0.030 -0.005 -0.057
H -0.036 0.087 -0.014
H -0.011 0.002 -0.062
H 0.000 -0.021 -0.056
H 0.013 0.039 0.042
H -0.001 -0.014 0.038
H -0.079 -0.037 -0.045
H -0.085 -0.095 0.019
H 0.003 -0.115 0.017
C 0.036 -0.048 0.013
C -0.138 0.025 -0.106
O 0.160 0.040 0.065
N -0.021 -0.069 0.030
C -0.133 -0.025 -0.123
H -0.005 -0.010 -0.006
H -0.018 -0.005 0.013
H -0.014 0.020 0.002
H -0.013 0.020 -0.011
H 0.003 0.021 0.049
H -0.020 0.037 0.052
H 0.076 0.005 -0.037
C -0.009 -0.018 -0.029
C 0.022 0.021 0.013
O -0.049 -0.072 0.000
N -0.022 -0.008 0.006
C -0.041 -0.005 -0.035
H -0.015 0.003 -0.003
H 0.006 -0.003 0.020
H 0.012 0.016 0.007
H 0.011 0.000 -0.004
H 0.017 -0.007 0.010
H 0.022 0.004 0.003
H 0.001 0.007 0.012
C -0.017 0.024 0.036
C 0.093 -0.015 -0.032
O 0.019 0.020 0.025
N 0.099 0.008 0.045
C -0.071 0.101 0.096
H -0.006 0.003 0.009
H -0.002 -0.004 -0.026
H 0.018 -0.021 -0.001
H -0.039 -0.024 -0.014
H 0.013 -0.029 -0.051
H 0.022 -0.036 -0.041
H -0.010 -0.012 0.001
C 0.001 0.028 -0.014
C 0.015 -0.034 -0.021
O -0.023 0.010 0.017
N 0.011 0.011 0.031
C 0.041 0.037 -0.023
H 0.015 0.005 0.001
H -0.009 -0.007 0.017
H -0.004 -0.021 -0.002
H -0.007 -0.003 -0.013
H -0.020 -0.006 0.006
H -0.017 -0.015 -0.005
H 0.001 -0.012 0.009

Summary:
F_max ... 0.644 eV Å⁻¹
Multiplicity ... 1
HOMO energy ... -0.34028 Eh
SMILES string ... C[C@H](F)CCOCCOCCC(=O)F.CNC(C)=O.CNC(C)=O.CNC(C)=O.CNC(C)=O
Frontier orbital gap ... 9.8735 eV